Record 1
Computed, not measured: a structure of composition C20H28MoN3O9S, with ωB97M-V with the def2-TZVPD basis set.

Summary:
Energy relative to the best compared isomer or geometry (same formula, charge and spin) in kcal per mole: 24.4
Total energy in eV: -56779.729
Largest force on an atom in Eh/bohr: 0.03702
Charge: +1
HOMO-LUMO gap (alpha / beta) in eV: 7.99 / 9.21
Expectation value of S²: 2.02
Multiplicity: 3

Cartesian coordinates (Å):
C: -0.3573 -2.9582 4.1180
C: -1.6126 0.2515 -0.1590
H: 2.5558 -2.9194 2.4952
Mo: 2.2917 0.4798 -0.5066
O: 1.5023 -0.6884 1.4574
O: 4.4334 0.0586 3.0343
H: 5.3881 -0.9191 0.8803
S: 0.7106 -0.4881 -2.1160
H: -2.0096 1.7947 -1.5409
H: -3.6191 -0.3268 -0.6581
H: -3.2137 -0.4497 1.0403
H: -5.3401 1.2808 -3.4487
C: -3.7338 1.5452 0.4201
H: -3.2056 2.0757 1.2149
H: 1.3714 -4.8467 2.1314
C: 4.0586 -1.7755 -1.2568
C: -0.9701 2.8332 -3.6880
H: -1.1747 -0.7350 -0.2755
O: 0.1425 -2.3289 0.6949
C: 5.1639 0.1442 0.7908
H: 0.5529 1.4831 -3.8496
H: -3.7358 2.1847 -0.4678
H: -0.6932 -3.0274 5.1499
O: -0.3363 3.6743 -4.2632
C: -0.4395 0.8146 -2.2573
N: -1.3995 1.0000 -1.3958
O: 4.6022 0.4578 -0.4901
C: 1.4825 -2.7725 2.5911
C: -4.6472 2.0959 -3.2892
C: -3.0988 0.1824 0.1572
H: 0.2182 -3.7740 1.4680
H: -1.1000 -2.3918 3.5534
N: 0.7540 -4.0695 2.3440
C: -4.2275 4.3870 -2.6670
C: 0.9886 -1.8313 1.4542
H: -4.5934 5.3475 -2.3306
H: 1.6983 -2.6972 4.7502
H: -6.1645 3.4702 -2.6529
C: -5.1097 3.3300 -2.8485
H: -2.9300 0.9535 -3.8805
H: 3.7711 0.3852 3.6658
C: 1.0266 -2.3208 3.9770
N: -0.3130 1.6172 -3.3455
C: -0.1605 -4.3357 3.5019
H: -4.7745 1.4357 0.7223
C: -3.2962 1.9122 -3.5335
C: 4.1602 0.5618 1.8430
H: 1.0065 -1.2346 4.0357
H: -1.0685 -4.8134 3.1432
C: -2.4119 2.9749 -3.3533
O: 2.9937 -1.4985 -0.5592
H: -2.1807 5.0367 -2.8230
O: 1.2210 1.7452 -0.2799
H: 6.0084 -0.8135 -1.4102
C: -2.8782 4.2166 -2.9322
H: 4.7559 -0.0930 -2.4445
H: -1.0647 0.7643 0.6372
H: 6.0873 0.7156 0.9135
C: 4.9555 -0.5441 -1.4732
O: 3.2355 1.2773 1.5747
O: 4.3726 -2.8277 -1.7531
H: 0.3511 -5.0067 4.1902



Record 2
Computed, not measured: a structure of composition C3H4Br2I2, with ωB97M-V with the def2-TZVPD basis set.

Summary:
Energy relative to the best compared isomer or geometry (same formula, charge and spin) in kcal per mole: 30.9
Total energy in eV: -159456.332
Largest force on an atom in Eh/bohr: 0.11115
Charge: 0
HOMO-LUMO gap (alpha / beta) in eV: 6.31 / 5.32
Expectation value of S²: 2.01
Multiplicity: 3

Cartesian coordinates (Å):
C: 0.1780 1.7458 1.3230
Br: -1.5186 1.8843 0.4843
H: -1.6232 -1.9958 -0.6870
I: 1.7471 -0.2292 -2.1658
C: -0.8440 -1.3131 -1.2073
C: 0.4219 -1.6419 -1.2048
H: 0.8208 2.4157 0.9623
Br: 0.0148 1.9231 3.3097
H: 0.6458 0.8870 1.0550
H: -1.2292 -0.5446 -1.7212
I: 1.3867 -3.1313 -0.1483



Record 3
Computed, not measured: a structure of composition C4H9NO, with ωB97M-V with the def2-TZVPD basis set.

Summary:
Energy relative to the best compared isomer or geometry (same formula, charge and spin) in kcal per mole: 118.3
Total energy in eV: -7827.192
Largest force on an atom in Eh/bohr: 0.03020
Charge: 0
HOMO-LUMO gap in eV: 10.27

Cartesian coordinates (Å):
H: -0.6129 1.6489 -0.8687
H: -1.9782 1.0108 1.5988
C: -0.6280 1.0390 0.0523
H: 1.5468 -2.1234 -0.3005
H: -1.8397 -0.4770 -1.0185
O: -0.2127 1.4243 1.1313
C: 0.4734 -0.4556 -0.6897
C: -1.1012 -0.3079 -0.2145
H: 0.5414 -0.5215 -1.7692
H: 2.7072 -0.1135 -0.7343
C: 1.8323 -0.0868 -0.0687
N: 1.1751 -1.3356 0.2038
H: -2.5632 0.6641 1.2864
H: -1.2709 -0.9803 0.6308
H: 1.9307 0.6145 0.7607



Record 4
Computed, not measured: a structure of composition CH5O3, with ωB97M-V with the def2-TZVPD basis set.

Summary:
Energy relative to the best compared isomer or geometry (same formula, charge and spin) in kcal per mole: 2.6
Total energy in eV: -7253.125
Largest force on an atom in Eh/bohr: 0.02088
Charge: +1
HOMO-LUMO gap in eV: 13.49

Cartesian coordinates (Å):
O: -2.1007 0.2043 0.7876
O: 1.6248 0.5670 0.0545
H: 1.5885 -1.1907 -1.0413
H: -2.9270 -0.2584 0.5696
O: -0.1989 -0.5059 -0.4911
C: 1.0085 -0.4039 -0.5357
H: -1.1926 -0.0499 0.1618
H: 2.5046 0.8093 -0.2662
H: -2.3202 1.1302 0.9717